C21H60LiO21 | ωB97M-V with the def2-TZVPD basis set

Positions of all 103 atoms, in Å:
Li1 2.94895 3.35412 -1.75929
C1 -1.02473 2.11527 -0.99079
C2 -1.51176 1.05472 -0.20313
C3 -0.49254 0.28537 0.64058
O1 -0.83626 -0.53894 1.49357
C4 0.87823 0.64253 0.52042
C5 1.30988 1.56531 -0.38088
C6 0.31569 2.48350 -1.05195
O2 0.78641 3.48506 -1.65190
O3 2.53876 1.68669 -0.73239
O4 -2.70332 0.72415 -0.20309
H1 -1.72163 2.68083 -1.58891
H2 1.63277 0.13234 1.10474
C7 0.31902 -2.00022 -2.04955
O5 0.02160 -1.36083 -3.28407
C8 -0.73353 -2.14025 -4.18511
C9 -2.21152 -2.16379 -3.85961
O6 -2.91998 -1.03482 -4.28105
C10 -2.67299 0.11503 -3.46901
H3 1.37821 -2.26435 -1.99234
H4 -0.28933 -2.89891 -1.89686
H5 0.05212 -1.30279 -1.25554
H6 -0.34529 -3.16681 -4.25491
H7 -0.59545 -1.68760 -5.17387
H8 -2.34021 -2.31463 -2.77495
H9 -2.64509 -3.04695 -4.33951
H10 -3.00184 -0.04673 -2.43276
H11 -3.23255 0.94229 -3.90280
H12 -1.61538 0.38253 -3.43929
C11 -4.94777 -1.57059 0.94391
O7 -4.69668 -2.95939 1.11655
C12 -3.32710 -3.22389 1.26812
C13 -2.50041 -3.11809 -0.00168
O8 -2.72901 -4.16001 -0.93042
C14 -4.00928 -4.16832 -1.52624
H13 -6.02508 -1.41163 0.97398
H14 -4.56104 -1.20540 -0.00635
H15 -4.50665 -1.00165 1.76970
H16 -3.27752 -4.28043 1.57362
H17 -2.86729 -2.66981 2.09538
H18 -1.44912 -3.21050 0.28838
H19 -2.59418 -2.12809 -0.47330
H20 -3.93524 -4.84571 -2.37381
H21 -4.26641 -3.16874 -1.92055
H22 -4.79275 -4.42604 -0.81560
C15 3.43352 -1.93144 0.70421
O9 4.58456 -2.06955 1.51203
C16 4.65918 -1.14505 2.57610
C17 3.62855 -1.29100 3.64699
O10 3.84038 -2.47338 4.37417
C18 2.80701 -2.68953 5.29856
H23 3.44162 -0.97168 0.16092
H24 2.50730 -1.95825 1.28679
H25 3.45415 -2.73936 -0.02143
H26 4.64538 -0.11263 2.19083
H27 5.65656 -1.27438 3.00318
H28 2.60330 -1.23910 3.25458
H29 3.70704 -0.41014 4.30996
H30 3.07696 -3.55327 5.90164
H31 1.84721 -2.83930 4.78830
H32 2.68809 -1.82593 5.97363
O11 -1.82324 5.11468 -2.56639
H33 -1.51450 4.23875 -2.82366
H34 -2.77653 5.02848 -2.47794
O12 -4.26812 1.83354 1.89406
H35 -3.59444 1.31423 1.43035
H36 -5.03180 1.78478 1.30656
O13 -5.30415 1.09144 -1.10876
H37 -5.34686 0.60842 -1.93844
H38 -4.36438 1.04938 -0.84777
O14 -0.23197 3.49721 -4.64470
H39 0.33897 2.73563 -4.49051
H40 0.25057 4.25261 -4.29986
O15 0.54571 0.01550 4.04494
H41 0.26590 0.01667 3.11798
H42 0.18668 -0.81925 4.36710
O16 2.95902 3.36795 -3.77290
H43 2.33680 4.09421 -3.90867
H44 3.78923 3.68836 -4.14614
O17 5.00124 1.54749 0.38581
H45 5.35558 2.23525 -0.18190
H46 4.08913 1.38441 0.06387
O18 -0.47031 -2.82481 3.15076
H47 -0.58835 -3.71610 2.81164
H48 -0.54506 -2.24241 2.37689
C19 4.72082 0.27346 -2.80161
O19 3.32332 0.25518 -2.98475
H49 5.09241 1.26250 -2.50787
H50 5.05217 -0.50528 -2.11005
H51 5.16073 0.03070 -3.77381
H52 2.87480 0.53827 -2.16960
C20 2.53004 3.04473 2.88501
O20 2.22300 4.31767 3.45435
H53 1.65977 2.38524 2.80560
H54 2.94811 3.19290 1.89320
H55 3.26921 2.49531 3.48179
H56 1.85636 4.16438 4.32883
C21 -0.90124 3.26429 2.84770
O21 -2.02053 3.83727 2.18253
H57 -1.06603 3.20135 3.93154
H58 -0.64351 2.27862 2.44835
H59 -0.03410 3.91292 2.70007
H60 -2.68800 3.14423 2.09848

Values from the calculation:
- E_LUMO: 0.82 eV
- Frontier orbital gap: 6.383 eV
- Molar mass: 655.6 g mol⁻¹
- Strongest force on any atom: 0.03134 hartree/bohr
- Calculated total energy: -2423.72892 Eh
- Charge: -1

Atomic partial charges in e from the Löwdin method, atoms 1 to 8: atom 1 (Li): 0.73, atom 2 (C): 0.04, atom 3 (C): -0.33, atom 4 (C): -0.34, atom 5 (O): 0.01, atom 6 (C): 0.00, atom 7 (C): -0.33, atom 8 (C): -0.34